No. 1
DFT (the ωB97M-V functional and the def2-TZVPD basis) results for C37H33AgFNP3Se2 as an isolated structure.

**Energy relative to the best compared isomer or geometry (same formula, charge and spin)**: 62.5 kJ/mol
**Frontier orbital gap**: 7.15 eV
**E_LUMO**: 2.572 eV
**E_HOMO**: -4.58 eV
**Charge**: -1

XYZ file:
```
78
C37H33AgFNP3Se2 | OMol25 | the ωB97M-V functional and the def2-TZVPD basis
Ag -0.725 1.644 -0.711
C 1.705 2.579 2.379
N 1.368 1.214 1.932
P -0.036 0.422 2.480
C 0.304 0.447 4.293
C 1.083 -0.593 4.803
C 1.396 -0.661 6.152
C 0.923 0.310 7.023
C 0.136 1.342 6.535
C -0.172 1.407 5.183
C -1.522 1.506 2.448
C -1.613 2.898 2.397
C -2.853 3.519 2.422
C -4.020 2.773 2.510
C -3.945 1.389 2.551
C -2.707 0.768 2.505
P 1.849 0.901 0.287
C 3.638 1.285 0.408
C 4.222 1.870 -0.709
C 5.585 2.147 -0.728
C 6.364 1.856 0.378
C 5.783 1.291 1.508
C 4.430 1.005 1.521
C 1.943 -0.923 0.226
C 2.342 -1.746 1.275
C 2.412 -3.118 1.101
C 2.095 -3.681 -0.130
C 1.698 -2.871 -1.181
C 1.606 -1.497 -0.997
H 1.311 2.729 3.384
H 1.286 3.321 1.689
H 2.788 2.697 2.435
H 1.433 -1.369 4.132
H 2.001 -1.479 6.524
H 1.159 0.257 8.080
H -0.246 2.100 7.208
H -0.799 2.211 4.816
H -0.731 3.503 2.268
H -2.900 4.599 2.349
H -4.983 3.269 2.525
H -4.846 0.789 2.590
H -2.660 -0.317 2.496
H 3.601 2.114 -1.564
H 6.030 2.599 -1.606
H 7.425 2.077 0.370
H 6.391 1.077 2.380
H 3.968 0.583 2.405
H 2.594 -1.308 2.233
H 2.711 -3.752 1.928
H 2.147 -4.756 -0.262
H 1.435 -3.300 -2.141
H 1.259 -0.863 -1.808
Se -0.224 1.104 -3.793
P -1.643 -0.388 -3.225
Se -1.945 -0.578 -1.069
C -1.179 -2.038 -3.869
C -0.412 -2.143 -5.025
C -0.084 -3.391 -5.535
C -0.517 -4.542 -4.891
C -1.275 -4.441 -3.734
C -1.603 -3.194 -3.222
C -3.247 -0.128 -4.056
C -3.258 0.264 -5.392
C -4.459 0.396 -6.069
C -5.659 0.143 -5.413
C -5.650 -0.236 -4.080
C -4.447 -0.373 -3.401
H -0.051 -1.239 -5.501
H 0.521 -3.462 -6.431
H -0.256 -5.516 -5.286
H -1.604 -5.334 -3.217
H -2.170 -3.113 -2.303
H -2.321 0.492 -5.885
H -4.461 0.705 -7.107
H -6.599 0.251 -5.940
H -6.581 -0.420 -3.559
H -4.430 -0.650 -2.355
F -0.110 3.566 0.062
```

No. 2
DFT (the ωB97M-V functional and the def2-TZVPD basis) results for C37H33AlN6O8PS4Se as an isolated structure.

**Energy relative to the best compared isomer or geometry (same formula, charge and spin)**: 167.8 kJ/mol
**Frontier orbital gap**: 7.79 eV
**E_LUMO**: 2.178 eV
**E_HOMO**: -5.61 eV
**Charge**: -1

XYZ file:
```
91
C37H33AlN6O8PS4Se | OMol25 | the ωB97M-V functional and the def2-TZVPD basis
Al 0.609 -0.487 -0.234
O 4.145 -2.766 0.641
C 3.905 -2.977 1.952
C 4.772 -3.827 2.636
C 4.602 -4.055 3.987
C 3.565 -3.438 4.684
C 2.687 -2.617 4.004
C 2.835 -2.383 2.637
C 1.831 -1.558 1.922
O 2.105 -1.103 0.734
N 0.701 -1.337 2.510
N -0.190 -0.558 1.734
C -0.846 0.216 2.547
S -2.305 1.088 2.185
C -1.961 2.353 3.425
C -1.504 1.632 4.677
S -0.315 0.330 4.211
H 3.497 -2.103 0.330
H 5.576 -4.294 2.080
H 5.285 -4.716 4.507
H 3.444 -3.608 5.746
H 1.864 -2.134 4.513
H -2.879 2.917 3.582
H -1.185 2.995 3.008
H -2.343 1.172 5.200
H -0.975 2.306 5.350
N -1.389 0.314 -0.623
C -1.884 0.978 -1.818
C -3.037 1.753 -1.748
C -3.463 2.464 -2.856
C -2.736 2.418 -4.040
C -1.586 1.654 -4.112
C -1.157 0.930 -3.003
P 0.235 -0.235 -2.971
C -0.620 -1.589 -3.885
C -1.547 -2.329 -3.144
C -2.261 -3.362 -3.730
C -2.055 -3.680 -5.067
C -1.144 -2.948 -5.812
C -0.431 -1.907 -5.227
C 1.485 0.455 -4.094
C 2.382 -0.381 -4.767
C 3.471 0.156 -5.438
C 3.695 1.526 -5.422
C 2.832 2.357 -4.722
C 1.738 1.827 -4.056
H -1.128 1.169 -0.047
H -2.153 -0.140 -0.134
H -3.576 1.821 -0.810
H -4.356 3.073 -2.794
H -3.070 2.983 -4.903
H -1.014 1.607 -5.032
H -1.696 -2.113 -2.091
H -2.967 -3.931 -3.137
H -2.612 -4.491 -5.522
H -0.977 -3.188 -6.857
H 0.263 -1.334 -5.829
H 2.236 -1.454 -4.743
H 4.160 -0.501 -5.956
H 4.555 1.939 -5.933
H 3.023 3.422 -4.670
H 1.093 2.476 -3.473
N -5.624 -5.630 -3.873
C -4.775 -5.455 -2.778
C -5.119 -4.574 -1.749
C -4.238 -4.339 -0.707
C -3.009 -4.986 -0.674
C -2.674 -5.891 -1.671
C -3.548 -6.117 -2.722
S -1.896 -4.643 0.666
O -1.054 -5.808 0.813
O -2.717 -4.230 1.770
N -1.078 -3.362 0.160
C 0.034 -3.461 -0.552
S 0.807 -4.916 -1.199
C 1.998 -3.938 -1.994
C 1.784 -2.642 -1.741
N 0.672 -2.362 -0.954
H -6.594 -5.418 -3.715
H -5.476 -6.466 -4.410
H -6.085 -4.080 -1.772
H -4.495 -3.665 0.100
H -1.737 -6.430 -1.611
H -3.286 -6.819 -3.506
H 2.807 -4.382 -2.551
H 2.420 -1.823 -2.050
O -0.480 2.720 0.368
Se 1.145 2.492 0.378
O 1.662 2.102 1.856
O 1.302 1.088 -0.619
O 1.941 3.682 -0.350
```

No. 3
DFT (the ωB97M-V functional and the def2-TZVPD basis) results for C37H33CaN5O3PS4 as an isolated structure.

**Energy relative to the best compared isomer or geometry (same formula, charge and spin)**: 5.6 kJ/mol
**Frontier orbital gap**: 6.77 eV
**E_LUMO**: 2.432 eV
**E_HOMO**: -4.34 eV
**Charge**: -1

XYZ file:
```
84
C37H33CaN5O3PS4 | OMol25 | the ωB97M-V functional and the def2-TZVPD basis
Ca -0.587 -0.852 -0.266
C -3.408 1.910 2.114
C -2.151 1.109 1.965
N -1.206 1.406 1.154
N -1.357 2.524 0.391
C -0.458 2.733 -0.619
N -0.862 3.695 -1.483
S 0.989 1.932 -0.776
C -1.901 -0.111 2.782
C -2.453 -0.276 4.044
C -2.089 -1.390 4.783
C -1.208 -2.306 4.238
C -0.726 -2.075 2.956
N -1.062 -1.005 2.252
H -3.904 1.990 1.141
H -3.184 2.920 2.467
H -4.106 1.429 2.793
H -2.309 2.815 0.173
H -1.862 3.805 -1.619
H -0.281 3.784 -2.299
H -3.137 0.458 4.446
H -2.499 -1.543 5.773
H -0.910 -3.194 4.777
H -0.047 -2.764 2.468
S 2.175 -1.393 0.435
C 1.975 -2.588 -0.792
C 3.039 -3.369 -1.298
C 2.786 -4.347 -2.230
C 1.478 -4.571 -2.669
C 0.489 -3.756 -2.156
N 0.726 -2.779 -1.279
H 4.038 -3.182 -0.928
H 3.601 -4.951 -2.614
H 1.237 -5.348 -3.381
H -0.547 -3.879 -2.452
O -4.583 0.602 -2.323
S -3.375 1.335 -2.043
O -3.599 2.667 -1.463
O -2.380 0.591 -1.275
C -2.657 1.660 -3.656
C -3.365 2.609 -4.394
C -3.026 2.882 -5.703
C -1.982 2.184 -6.298
C -1.281 1.246 -5.566
C -1.578 0.975 -4.224
P -0.577 -0.341 -3.376
C -1.192 -1.769 -4.351
C -0.632 -2.248 -5.532
C -1.190 -3.344 -6.175
C -2.316 -3.963 -5.649
C -2.885 -3.484 -4.477
C -2.325 -2.395 -3.828
C 1.105 -0.038 -4.038
C 1.998 -1.113 -4.041
C 3.333 -0.926 -4.363
C 3.806 0.341 -4.672
C 2.935 1.420 -4.645
C 1.599 1.232 -4.324
H -4.193 3.118 -3.918
H -3.585 3.622 -6.264
H -1.720 2.367 -7.333
H -0.474 0.705 -6.041
H 0.253 -1.777 -5.942
H -0.741 -3.718 -7.088
H -2.745 -4.822 -6.149
H -3.754 -3.969 -4.052
H -2.748 -2.052 -2.889
H 1.653 -2.109 -3.787
H 4.004 -1.776 -4.352
H 4.850 0.490 -4.916
H 3.298 2.418 -4.856
H 0.940 2.089 -4.283
S -2.371 -3.007 -0.108
C -3.650 -2.436 0.954
C -4.455 -1.333 0.631
C -5.436 -0.878 1.497
C -5.659 -1.513 2.716
C -4.890 -2.623 3.039
C -3.907 -3.078 2.172
H -4.313 -0.850 -0.325
H -6.046 -0.028 1.209
H -6.431 -1.159 3.390
H -5.056 -3.141 3.977
H -3.315 -3.948 2.430
```

No. 4
DFT (the ωB97M-V functional and the def2-TZVPD basis) results for C37H33ClN4P2SeSn as an isolated structure.

**Energy relative to the best compared isomer or geometry (same formula, charge and spin)**: 79.3 kJ/mol
**Frontier orbital gap (spin up / spin down)**: 3.99 / 4.65 eV
**E_LUMO (spin up / spin down)**: -14.138 / -13.545 eV
**E_HOMO (spin up / spin down)**: -18.13 / -18.20 eV
**Charge**: +4

XYZ file:
```
79
C37H33ClN4P2SeSn | OMol25 | the ωB97M-V functional and the def2-TZVPD basis
Sn -0.360 -0.524 -0.522
N 1.140 1.785 1.715
P 0.480 2.787 0.502
C -0.237 4.146 1.316
C 0.110 5.468 0.939
C -0.472 6.523 1.600
C -1.455 6.289 2.569
C -1.822 4.985 2.933
C -1.238 3.918 2.301
C 1.739 3.272 -0.638
C 1.435 3.295 -2.003
C 2.372 3.781 -2.901
C 3.604 4.228 -2.438
C 3.905 4.207 -1.076
C 2.984 3.723 -0.167
P 1.183 0.087 1.879
C 1.377 -0.231 3.601
C 2.649 -0.539 4.116
C 2.776 -0.755 5.475
C 1.654 -0.728 6.301
C 0.395 -0.423 5.790
C 0.248 -0.183 4.438
C 2.576 -0.599 1.007
C 3.434 0.125 0.179
C 4.495 -0.529 -0.429
C 4.680 -1.896 -0.243
C 3.802 -2.625 0.553
C 2.740 -1.985 1.172
H 1.057 2.197 2.646
H 0.854 5.648 0.175
H -0.174 7.537 1.368
H -1.960 7.130 3.028
H -2.585 4.828 3.683
H -1.550 2.909 2.542
H 0.466 2.965 -2.358
H 2.144 3.816 -3.958
H 4.339 4.597 -3.142
H 4.859 4.578 -0.725
H 3.215 3.720 0.891
H 3.520 -0.575 3.477
H 3.755 -0.945 5.896
H 1.761 -0.962 7.353
H -0.466 -0.400 6.444
H -0.736 0.024 4.030
H 3.308 1.189 0.042
H 5.196 0.033 -1.032
H 5.515 -2.393 -0.719
H 3.954 -3.686 0.701
H 2.070 -2.550 1.813
C -3.954 -3.718 -0.960
N -4.133 -2.494 -1.744
C -3.782 -1.252 -1.412
Se -2.870 -0.706 0.167
N -4.159 -0.417 -2.388
C -4.779 -1.140 -3.407
C -5.305 -0.754 -4.638
C -5.801 -1.768 -5.425
C -5.805 -3.112 -4.996
C -5.289 -3.489 -3.778
C -4.756 -2.465 -2.997
H -3.685 -3.463 0.060
H -3.188 -4.342 -1.417
H -4.895 -4.263 -0.951
H -4.150 0.589 -2.307
H -5.336 0.280 -4.953
H -6.209 -1.527 -6.398
H -6.233 -3.867 -5.643
H -5.314 -4.519 -3.447
Cl -0.317 -6.111 0.660
C 0.188 -4.870 -0.392
C 1.071 -5.118 -1.440
C 1.434 -4.074 -2.280
C 0.941 -2.810 -2.037
N 0.098 -2.578 -1.011
C -0.285 -3.586 -0.206
H 1.465 -6.116 -1.591
H 2.095 -4.244 -3.119
H 1.210 -1.968 -2.664
H -0.990 -3.363 0.587
```

No. 5
DFT (the ωB97M-V functional and the def2-TZVPD basis) results for a 5-piece molecular cluster, C37H33ClN6O8 overall.

**Frontier orbital gap**: 8.23 eV
**E_LUMO**: -0.829 eV
**E_HOMO**: -9.06 eV
**Charge**: 0

XYZ file:
```
85
C37H33ClN6O8 | OMol25 | the ωB97M-V functional and the def2-TZVPD basis
C -1.962 2.131 4.492
C -2.989 2.444 3.440
C -3.919 3.445 3.696
C -4.892 3.791 2.775
C -4.952 3.112 1.573
C -4.030 2.116 1.299
C -3.036 1.776 2.215
C -2.063 0.693 1.794
C -0.694 1.158 1.166
Cl -0.610 2.941 1.027
C -0.652 0.656 -0.216
N -0.612 0.270 -1.294
C 0.590 0.538 1.824
C 1.864 1.380 1.578
C 0.470 0.338 3.261
N 0.360 0.068 4.370
H -2.274 2.504 5.462
H -1.793 1.061 4.556
H -1.006 2.580 4.218
H -3.867 3.970 4.640
H -5.584 4.586 3.012
H -5.714 3.373 0.852
H -4.086 1.627 0.337
H -2.585 0.166 1.000
H -1.888 -0.030 2.589
H 0.765 -0.406 1.313
H 1.883 2.241 2.237
H 2.702 0.764 1.883
H 1.960 1.661 0.535
O 6.551 1.764 2.412
N 5.654 1.055 2.810
O 4.480 1.378 2.849
C 5.997 -0.298 3.277
C 7.321 -0.695 3.262
C 7.637 -1.966 3.714
C 6.636 -2.815 4.168
C 5.312 -2.396 4.170
C 4.983 -1.127 3.723
H 8.089 -0.027 2.905
H 8.668 -2.294 3.713
H 6.888 -3.805 4.523
H 4.534 -3.059 4.524
H 3.956 -0.791 3.725
O 2.316 0.486 -6.230
N 1.354 0.383 -6.963
O 1.416 0.193 -8.161
C 0.015 0.497 -6.357
C -0.087 0.745 -5.001
C -1.347 0.868 -4.438
C -2.476 0.734 -5.235
C -2.352 0.478 -6.595
C -1.097 0.359 -7.167
H 0.799 0.842 -4.391
H -1.441 1.064 -3.381
H -3.459 0.827 -4.794
H -3.235 0.371 -7.212
H -0.985 0.161 -8.223
O 4.834 -7.429 4.223
N 5.186 -7.610 3.074
O 6.092 -8.342 2.736
C 4.466 -6.879 2.017
C 3.452 -6.013 2.378
C 2.793 -5.308 1.383
C 3.149 -5.483 0.052
C 4.165 -6.367 -0.288
C 4.834 -7.073 0.699
H 3.179 -5.883 3.414
H 2.001 -4.621 1.648
H 2.635 -4.930 -0.722
H 4.440 -6.504 -1.325
H 5.628 -7.759 0.447
O -5.923 0.942 -1.670
N -5.173 1.786 -2.113
O -4.005 1.902 -1.792
C -5.712 2.746 -3.090
C -7.042 2.651 -3.454
C -7.548 3.567 -4.362
C -6.725 4.554 -4.888
C -5.390 4.628 -4.512
C -4.873 3.719 -3.603
H -7.671 1.878 -3.038
H -8.587 3.511 -4.657
H -7.126 5.270 -5.594
H -4.750 5.396 -4.923
H -3.838 3.769 -3.299
```

No. 6
DFT (the ωB97M-V functional and the def2-TZVPD basis) results for C37H33FI2N7ORu as an isolated structure.

**Energy relative to the best compared isomer or geometry (same formula, charge and spin)**: 302.7 kJ/mol
**Multiplicity**: 2
**Frontier orbital gap (spin up / spin down)**: 5.63 / 5.75 eV
**E_LUMO (spin up / spin down)**: -1.214 / -1.071 eV
**E_HOMO (spin up / spin down)**: -6.85 / -6.83 eV
**Expectation value of S²**: 0.8977
**Charge**: 0

XYZ file:
```
82
C37H33FI2N7ORu | OMol25 | the ωB97M-V functional and the def2-TZVPD basis
Ru 0.210 -0.220 0.034
C 1.294 2.016 2.304
N 0.018 1.810 1.631
C -1.031 1.551 2.609
C -0.282 2.876 0.717
C -0.068 4.209 1.022
C -0.239 5.199 0.067
C -0.533 4.843 -1.240
C -0.790 3.526 -1.555
C -0.775 2.529 -0.564
N -1.183 1.239 -0.781
C -2.183 0.968 -1.655
C -3.085 1.929 -2.155
C -3.983 1.616 -3.151
C -4.012 0.339 -3.688
C -3.254 -0.663 -3.105
C -2.398 -0.380 -2.054
N -1.869 -1.401 -1.202
C -1.723 -2.699 -1.846
C -2.820 -1.502 -0.086
H 1.253 2.835 3.034
H 1.570 1.101 2.829
H 2.065 2.227 1.562
H -1.083 2.358 3.356
H -1.998 1.468 2.115
H -0.816 0.613 3.120
H 0.219 4.491 2.023
H -0.112 6.236 0.341
H -0.578 5.600 -2.010
H -1.005 3.249 -2.578
H -3.077 2.921 -1.729
H -4.660 2.374 -3.517
H -4.672 0.101 -4.504
H -3.364 -1.673 -3.465
H -2.699 -3.153 -2.067
H -1.152 -2.595 -2.770
H -1.189 -3.374 -1.176
H -3.818 -1.780 -0.456
H -2.491 -2.248 0.632
H -2.881 -0.541 0.424
I -1.904 -2.444 4.265
C -0.572 -3.401 2.949
C -0.121 -4.690 3.150
C 0.739 -5.268 2.244
I 1.329 -7.275 2.594
C 1.183 -4.564 1.108
C 2.096 -5.052 0.153
C 2.419 -4.288 -0.938
C 1.800 -3.040 -1.103
N 0.963 -2.552 -0.223
C 0.671 -3.254 0.884
C -0.208 -2.624 1.840
O -0.671 -1.454 1.692
H -0.446 -5.242 4.017
H 2.526 -6.033 0.285
H 3.127 -4.634 -1.674
H 1.980 -2.431 -1.981
F 1.974 -0.476 1.233
N 4.263 2.564 -5.540
C 5.497 2.940 -5.998
C 5.941 3.457 -7.202
C 7.296 3.696 -7.319
C 8.179 3.440 -6.266
C 7.747 2.930 -5.062
C 6.386 2.668 -4.925
N 5.693 2.143 -3.880
C 4.435 2.081 -4.260
C 3.402 1.514 -3.441
C 2.051 1.384 -3.808
C 1.186 0.706 -2.979
N 1.549 0.150 -1.812
C 2.839 0.297 -1.444
C 3.768 0.962 -2.199
H 3.403 2.615 -6.057
H 5.266 3.664 -8.019
H 7.688 4.093 -8.244
H 9.229 3.649 -6.402
H 8.426 2.733 -4.248
H 1.688 1.759 -4.753
H 0.155 0.551 -3.275
H 3.130 -0.178 -0.518
H 4.798 1.023 -1.892
```